DFT (the ωB97M-V functional and the def2-TZVPD basis) results for the ion C5H12NO3S with charge +1 in a non-equilibrium geometry.

Each line ends with the Löwdin charge.
Positions of all 22 atoms, in Å:
C: 0.703 1.649 0.626  -0.005
C: 1.980 -0.504 1.065  -0.040
C: 1.546 0.063 -1.361  0.068
C: -3.120 -1.033 -0.571  -0.057
C: 1.038 0.178 0.137  -0.581
N: -0.174 -0.559 -0.027  -0.138
O: -0.243 -1.763 -0.098  0.155
O: -1.787 1.287 -0.766  -0.218
O: -1.836 0.214 1.466  -0.224
S: -1.906 0.166 0.044  0.749
H: -0.043 1.694 1.442  0.083
H: 1.687 2.163 0.839  0.117
H: 0.276 2.182 -0.354  0.123
H: 2.428 -1.532 0.866  0.124
H: 1.616 -0.551 2.134  0.124
H: 2.906 0.141 1.137  0.119
H: 1.532 -1.033 -1.403  0.098
H: 0.798 0.578 -1.973  0.104
H: 2.543 0.489 -1.124  0.126
H: -3.785 -1.254 0.315  0.120
H: -3.494 -0.601 -1.468  0.068
H: -2.664 -1.972 -0.926  0.087

As for the highest occupied orbital energy: -15.55 eV. The calculation puts the orbital gap at 9.14 eV. As for the net charge: +1. The max |F| is 0.07799 Eh/bohr. As for the SMILES: CC(C)(C)[N+](=O)S(C)(=O)=O. The value obtained for the relative energy (zero: lowest compared OMol25 entry of this formula, charge and spin) is 274.03 kJ/mol. For the LUMO energy, the calculation gives -6.42 eV.